The following is a quantum chemistry calculation of C20H11CrF5O8S2Se as an isolated structure, from OMol25.

Positions of all 48 atoms, in Å:
Cr (0.076, -0.368, 0.858)
O (3.023, 0.178, 0.456)
S (2.767, 0.662, 2.628)
O (1.919, 0.713, 3.822)
O (2.018, -0.233, 1.463)
C (2.691, 2.309, 1.860)
C (3.876, 2.986, 2.112)
C (4.075, 4.292, 1.689)
C (3.077, 4.949, 0.996)
C (1.881, 4.293, 0.747)
C (1.680, 2.988, 1.173)
S (0.109, 2.286, 0.766)
O (-0.779, 3.363, 0.458)
O (-0.275, 1.415, 1.913)
O (0.344, 1.306, -0.332)
H (4.671, 2.467, 2.633)
H (5.016, 4.785, 1.899)
H (3.219, 5.966, 0.653)
H (1.079, 4.792, 0.224)
C (-4.157, -0.180, 0.981)
C (-2.743, -0.432, 1.430)
O (-1.886, -0.390, 0.534)
C (-2.438, -0.717, 2.815)
C (-3.445, -0.538, 3.791)
C (-3.224, -0.811, 5.113)
C (-1.962, -1.299, 5.497)
C (-0.970, -1.500, 4.580)
C (-1.171, -1.207, 3.210)
O (-0.181, -1.442, 2.398)
H (-4.186, -0.237, -0.104)
H (-4.447, 0.829, 1.285)
H (-4.863, -0.883, 1.420)
H (-4.410, -0.159, 3.483)
H (-3.999, -0.650, 5.849)
H (-1.766, -1.515, 6.541)
H (0.011, -1.854, 4.863)
F (-1.059, -7.568, 0.096)
C (-0.704, -6.295, -0.133)
C (-1.525, -5.256, 0.264)
F (-2.688, -5.525, 0.874)
C (-1.152, -3.945, 0.016)
F (-2.029, -3.011, 0.393)
C (0.039, -3.611, -0.615)
Se (0.681, -1.831, -0.944)
C (0.834, -4.681, -1.010)
F (1.999, -4.482, -1.635)
C (0.484, -6.003, -0.777)
F (1.290, -6.998, -1.168)

Output
DFT total energy: -166322.2535 eV
Largest force on an atom: 0.015 Eh/bohr
Total charge: -1
Relative energy (zero: lowest compared OMol25 entry of this formula, charge and spin): 5.060 eV
Spin multiplicity: 2
E_LUMO (alpha / beta): 1.73 / 2.08 eV
HOMO-LUMO gap (alpha / beta): 6.88 / 7.24 eV

***

The following is a quantum chemistry calculation of C6H14O in the gas phase at a distorted geometry, from OMol25.

Positions of all 21 atoms, in Å:
C (3.183, 0.704, -0.627)
C (1.871, 0.576, 0.143)
C (0.690, 0.949, -0.730)
C (-0.777, 0.890, -0.170)
C (-1.470, -0.447, -0.670)
C (-1.565, -1.517, 0.388)
O (-2.103, -1.152, 1.638)
H (4.029, 0.696, 0.064)
H (3.296, 1.723, -1.014)
H (3.361, -0.066, -1.372)
H (1.810, -0.488, 0.421)
H (1.869, 1.250, 1.009)
H (0.809, 0.305, -1.613)
H (0.818, 1.996, -1.009)
H (-1.409, 1.745, -0.346)
H (-0.582, 0.686, 0.882)
H (-0.903, -0.786, -1.535)
H (-2.455, -0.194, -1.080)
H (-2.116, -2.411, 0.105)
H (-0.530, -1.908, 0.504)
H (-2.109, -0.204, 1.799)

Output
DFT total energy: -8495.6859 eV
Largest force on an atom: 0.066 Eh/bohr
Relative energy (zero: lowest compared OMol25 entry of this formula, charge and spin): 1.206 eV
E_LUMO: 1.07 eV
HOMO-LUMO gap: 11.04 eV